Molecular formula: C26H58BrN4O17P4S
Method: DFT, ωB97M-V with the def2-TZVPD basis set

Each line ends with the Mulliken charge.
Geometry (Å):
N1 -7.824 5.600 0.100  -0.6063
C1 -6.527 5.635 -0.647  -0.5689
C2 -5.533 4.434 -0.277  -0.8596
C3 -5.484 4.222 1.320  0.4456
N2 -4.690 5.149 1.973  -0.8035
N3 -4.704 4.910 3.275  0.8842
C4 -3.896 5.917 4.065  -0.6150
O1 -2.623 5.345 4.497  -0.1497
N4 -1.628 5.972 3.740  0.1216
O2 -1.334 5.274 2.827  -0.1762
C5 -5.326 3.907 3.999  0.2138
S1 -5.102 3.811 5.837  -0.1386
C6 -6.208 2.848 3.367  0.4512
C7 -6.900 1.712 4.204  -0.9605
P1 -8.574 2.258 4.883  0.9425
O3 -8.502 2.338 6.405  -0.6165
O4 -9.801 1.170 4.468  -0.5028
O5 -9.036 3.762 4.233  -0.4639
C8 -6.297 3.073 1.860  -0.3121
Br1 -7.415 1.898 0.755  0.0674
H1 -8.080 4.616 0.244  0.2743
H2 -7.612 5.998 1.033  0.3375
H3 -6.667 5.774 -1.777  0.3319
H4 -6.001 6.598 -0.305  0.3085
H5 -4.482 4.787 -0.580  0.3472
H6 -5.708 3.470 -0.844  0.4259
H7 -3.596 6.800 3.395  0.3870
H8 -4.484 6.379 4.915  0.3988
H9 -6.168 4.517 6.420  0.2674
H10 -7.070 0.791 3.547  0.3658
H11 -6.231 1.349 5.061  0.4992
H12 -9.463 0.255 4.597  0.3536
H13 -9.017 3.704 3.247  0.3415
O6 -5.611 -2.596 1.243  -0.7215
P2 -5.012 -2.501 -0.166  1.1004
O7 -4.757 -4.133 -0.330  -0.3782
C9 -5.875 -5.010 -0.226  -0.4108
C10 -6.751 -4.944 -1.466  -0.8966
O8 -3.504 -2.020 0.353  -0.2858
C11 -3.399 -1.135 1.466  -0.0944
C12 -3.047 -1.908 2.725  -1.2478
O9 -4.443 -2.282 -1.756  -0.4298
C13 -3.250 -2.920 -2.223  0.2103
C14 -3.583 -4.077 -3.147  -1.2948
H14 -6.462 -4.786 0.665  0.3400
H15 -5.484 -6.023 -0.109  0.2935
H16 -7.037 -3.914 -1.696  0.2426
H17 -7.655 -5.541 -1.325  0.3973
H18 -6.220 -5.335 -2.335  0.2217
H19 -4.323 -0.562 1.595  0.1673
H20 -2.606 -0.415 1.246  0.3571
H21 -3.657 -2.807 2.841  0.3073
H22 -3.176 -1.285 3.614  0.3610
H23 -2.009 -2.244 2.687  0.3278
H24 -2.605 -3.258 -1.411  0.2177
H25 -2.697 -2.165 -2.787  0.3317
H26 -3.895 -4.954 -2.580  0.1542
H27 -2.707 -4.368 -3.733  0.4348
H28 -4.401 -3.821 -3.824  0.3107
O10 1.509 -0.734 -4.588  -0.7295
P3 2.261 -0.839 -3.257  1.1313
O11 1.524 0.467 -2.538  -0.3577
C15 0.108 0.460 -2.412  -0.6565
C16 -0.349 -0.496 -1.322  -0.5710
O12 3.656 -0.128 -3.816  -0.3693
C17 4.082 -0.385 -5.155  -0.3873
C18 3.708 0.775 -6.061  -1.0814
O13 3.096 -1.155 -1.806  -0.3979
C19 3.749 -0.118 -1.070  0.2885
C20 2.954 0.242 0.172  -1.2426
H29 -0.365 0.206 -3.362  0.3681
H30 -0.202 1.477 -2.159  0.2933
H31 0.070 -1.495 -1.468  0.2742
H32 -1.440 -0.568 -1.311  0.2140
H33 -0.023 -0.147 -0.341  0.2088
H34 3.665 -1.327 -5.521  0.3351
H35 5.169 -0.503 -5.143  0.3764
H36 2.677 1.103 -5.906  0.2748
H37 3.829 0.502 -7.112  0.3614
H38 4.342 1.639 -5.853  0.3055
H39 3.936 0.772 -1.671  0.2171
H40 4.719 -0.518 -0.766  0.2239
H41 2.104 0.878 -0.077  0.1617
H42 3.575 0.798 0.879  0.4527
H43 2.559 -0.651 0.663  0.2850
O14 9.435 -3.769 -1.354  -0.7248
P4 9.528 -2.246 -1.210  1.1595
O15 10.643 -2.253 0.022  -0.3669
C21 11.894 -2.895 -0.199  -0.4185
C22 12.790 -2.070 -1.108  -0.8957
O16 8.117 -2.094 -0.340  -0.3639
C23 7.012 -2.941 -0.652  0.2509
C24 6.929 -4.085 0.344  -1.1828
O17 9.595 -0.543 -1.252  -0.4403
C25 9.538 0.242 -0.059  0.0065
C26 10.907 0.801 0.285  -1.1262
H44 11.749 -3.893 -0.614  0.3682
H45 12.375 -3.016 0.774  0.2834
H46 12.277 -1.805 -2.037  0.2485
H47 13.699 -2.624 -1.352  0.3903
H48 13.081 -1.138 -0.621  0.2169
H49 7.083 -3.309 -1.678  0.3330
H50 6.102 -2.339 -0.592  -0.1877
H51 7.901 -4.552 0.517  0.3041
H52 6.232 -4.853 -0.003  0.3666
H53 6.585 -3.720 1.314  0.3184
H54 9.128 -0.308 0.788  0.2318
H55 8.859 1.072 -0.270  0.3939
H56 11.534 0.040 0.751  0.1431
H57 10.819 1.625 0.997  0.4199
H58 11.429 1.150 -0.609  0.2864

Gap between HOMO and LUMO = 5.192 eV
Charge = +1
HOMO level = -10.8445 eV
F_max = 9.59 eV Å⁻¹
LUMO level = -5.7 eV
Relative energy (zero: lowest compared OMol25 entry of this formula, charge and spin) = 304.4 kcal/mol

=====

Molecular formula: C22H17BiF5N7O2S
Method: DFT, ωB97M-V with the def2-TZVPD basis set

Each line ends with the Mulliken charge.
Geometry (Å):
Bi1 -0.104 -0.675 -0.887  1.2743
C1 3.667 1.258 1.685  -1.8370
C2 2.696 0.898 0.603  0.3015
N1 2.041 -0.201 0.571  0.8913
N2 2.181 -1.061 1.620  -1.2016
C3 1.913 -2.309 1.296  0.2390
N3 1.930 -3.192 2.325  -0.3888
S1 1.606 -2.949 -0.288  -0.4258
C4 2.454 1.859 -0.498  0.9551
C5 3.004 3.140 -0.460  -0.7743
C6 2.738 4.025 -1.491  -0.5603
C7 1.939 3.612 -2.544  -0.7060
C8 1.433 2.322 -2.506  -0.2810
N4 1.671 1.471 -1.515  -0.1029
H1 3.827 0.403 2.333  0.4027
H2 3.281 2.083 2.290  0.3459
H3 4.620 1.578 1.261  0.4016
H4 1.838 -2.799 3.249  0.2508
H5 1.487 -4.078 2.157  0.2811
H6 3.623 3.441 0.372  0.3963
H7 3.151 5.025 -1.471  0.4318
H8 1.708 4.265 -3.374  0.4405
H9 0.797 1.957 -3.306  0.4380
O1 -1.012 -1.136 3.323  -0.6467
C9 -0.922 -0.722 2.190  -0.0888
N5 -1.023 -1.441 1.018  0.1601
C10 -1.366 -2.786 1.081  -0.1631
O2 -1.428 -3.476 2.069  -0.6170
C11 -1.749 -3.394 -0.252  0.5771
C12 -2.366 -4.633 -0.273  -0.6572
C13 -2.702 -5.180 -1.498  -0.3098
C14 -2.405 -4.477 -2.656  -0.8063
C15 -1.787 -3.245 -2.543  -0.2965
N6 -1.476 -2.717 -1.362  0.1673
C16 -0.746 0.768 1.980  0.6468
C17 -0.847 1.605 3.079  -0.7371
C18 -0.733 2.969 2.884  -0.5905
C19 -0.524 3.448 1.600  -1.0923
C20 -0.425 2.541 0.561  -0.2162
N7 -0.529 1.225 0.748  0.7168
H10 -2.558 -5.132 0.665  0.5101
H11 -3.188 -6.145 -1.552  0.4402
H12 -2.646 -4.870 -3.633  0.4037
H13 -1.545 -2.651 -3.414  0.4438
H14 -1.017 1.160 4.048  0.5847
H15 -0.814 3.652 3.720  0.4445
H16 -0.440 4.506 1.394  0.4969
H17 -0.267 2.878 -0.454  0.4318
F1 -1.989 -0.229 -3.128  -0.3448
C21 -2.277 0.146 -1.799  0.4004
F2 -3.410 -0.552 -1.455  -0.3611
C22 -2.733 1.596 -1.917  0.5188
F3 -3.741 1.775 -2.780  -0.2816
F4 -1.708 2.371 -2.340  -0.2419
F5 -3.128 2.069 -0.727  -0.2645

Gap between HOMO and LUMO = 7.301 eV
Charge = 0
HOMO level = -7.6118 eV
F_max = 0.19 eV Å⁻¹
LUMO level = -0.3 eV

=====

Molecular formula: C31H26N2P2PbS3
Method: DFT, ωB97M-V with the def2-TZVPD basis set

Each line ends with the Mulliken charge.
Geometry (Å):
Pb1 0.416 -0.025 -3.573  0.8537
S1 -1.189 -2.264 -3.455  -0.4716
P1 -1.114 -2.036 -1.455  1.7408
C1 0.138 -0.743 -1.259  -0.7120
P2 1.265 -0.607 0.091  0.4056
S2 1.953 -1.474 -1.630  -0.2278
C2 1.303 -1.722 1.467  0.8119
C3 1.952 -2.955 1.403  -0.3010
C4 1.962 -3.762 2.529  -0.7299
C5 1.321 -3.347 3.690  -0.5276
C6 0.670 -2.120 3.746  -0.7535
C7 0.666 -1.292 2.638  -0.5093
C8 1.698 1.032 0.572  0.9030
C9 2.958 1.272 1.125  -0.6538
C10 3.255 2.540 1.595  -0.8094
C11 2.289 3.543 1.548  -0.6683
C12 1.028 3.291 1.021  -0.8574
C13 0.727 2.037 0.515  0.1201
C14 -0.752 -3.571 -0.626  0.6656
C15 0.047 -4.525 -1.258  -0.5302
C16 0.331 -5.716 -0.609  -0.7635
C17 -0.185 -5.955 0.659  -0.5104
C18 -0.984 -5.005 1.287  -0.8639
C19 -1.272 -3.809 0.649  -0.3130
C20 -2.639 -1.390 -0.781  0.2719
C21 -2.667 -0.300 0.085  -0.0347
C22 -3.879 0.127 0.613  -0.7654
C23 -5.052 -0.532 0.277  -0.5183
C24 -5.023 -1.623 -0.589  -0.7874
C25 -3.819 -2.055 -1.119  -0.4513
H1 2.438 -3.279 0.493  0.4408
H2 2.475 -4.715 2.501  0.4813
H3 1.337 -3.983 4.566  0.4605
H4 0.180 -1.803 4.657  0.4589
H5 0.188 -0.320 2.685  0.4595
H6 3.696 0.480 1.189  0.4924
H7 4.233 2.744 2.010  0.4614
H8 2.522 4.531 1.922  0.4913
H9 0.287 4.080 0.995  0.5402
H10 -0.243 1.839 0.074  0.3573
H11 0.415 -4.353 -2.261  0.4092
H12 0.938 -6.466 -1.100  0.4505
H13 0.022 -6.896 1.154  0.4727
H14 -1.397 -5.203 2.268  0.4812
H15 -1.906 -3.076 1.133  0.4520
H16 -1.752 0.214 0.357  0.1858
H17 -3.904 0.972 1.290  0.4711
H18 -5.995 -0.197 0.690  0.4216
H19 -5.940 -2.136 -0.852  0.4388
H20 -3.796 -2.901 -1.797  0.4458
N1 0.237 7.372 -1.947  -0.3710
C26 1.076 6.472 -1.413  0.0663
S3 2.179 6.829 -0.250  -0.2658
C27 0.901 5.072 -1.911  0.7138
C28 1.994 4.227 -2.059  -0.6555
C29 1.783 2.926 -2.458  -0.2811
N2 0.559 2.422 -2.692  -0.2243
C30 -0.490 3.236 -2.551  -0.5260
C31 -0.363 4.560 -2.175  -0.5848
H21 0.323 8.333 -1.655  0.2426
H22 -0.286 7.185 -2.788  0.2143
H23 2.991 4.591 -1.851  0.4947
H24 2.623 2.252 -2.591  0.4137
H25 -1.473 2.814 -2.741  0.4258
H26 -1.254 5.161 -2.047  0.4521

Gap between HOMO and LUMO = 6.731 eV
Charge = +2
HOMO level = -13.1281 eV
F_max = 0.73 eV Å⁻¹
LUMO level = -6.4 eV
Relative energy (zero: lowest compared OMol25 entry of this formula, charge and spin) = 1.0 kcal/mol

=====

Molecular formula: C3H8S2
Method: DFT, ωB97M-V with the def2-TZVPD basis set

Each line ends with the Mulliken charge.
Geometry (Å):
C1 2.742 -0.625 -0.364  -0.8403
C2 1.682 -0.774 0.716  -0.4170
S1 0.215 -0.082 0.861  -0.1311
S2 -1.769 0.763 -0.618  -0.1287
C3 -3.672 1.087 -0.241  -0.9347
H1 2.288 -0.792 -1.525  0.2249
H2 3.171 0.386 -0.330  0.2723
H3 3.707 -1.338 -0.339  0.2705
H4 2.145 -0.745 1.637  0.3748
H5 1.328 -1.848 0.827  0.3137
H6 -4.027 1.817 -0.898  0.3306
H7 -3.366 1.804 0.492  0.3295
H8 -4.444 0.346 -0.217  0.3356

Gap between HOMO and LUMO = 5.758 eV
Charge = 0
HOMO level = -8.1941 eV
F_max = 7.39 eV Å⁻¹
LUMO level = -2.4 eV
SMILES string = CCSSC
Relative energy (zero: lowest compared OMol25 entry of this formula, charge and spin) = 133.7 kcal/mol